Record 1
{"formula": "H66O33", "method": "ωB97M-V/def2-TZVPD", "species": ["O", "H", "H", "O", "H", "H", "O", "H", "H", "O", "H", "H", "O", "H", "H", "O", "H", "H", "O", "H", "H", "O", "H", "H", "O", "H", "H", "O", "H", "H", "O", "H", "H", "O", "H", "H", "O", "H", "H", "O", "H", "H", "O", "H", "H", "O", "H", "H", "O", "H", "H", "O", "H", "H", "O", "H", "H", "O", "H", "H", "O", "H", "H", "O", "H", "H", "O", "H", "H", "O", "H", "H", "O", "H", "H", "O", "H", "H", "O", "H", "H", "O", "H", "H", "O", "H", "H", "O", "H", "H", "O", "H", "H", "O", "H", "H", "O", "H", "H"], "positions_angstrom": [[1.25347, 2.68486, -1.30162], [1.65945, 1.82074, -1.37028], [1.96513, 3.26327, -1.02738], [1.21515, 1.11201, 1.81078], [2.12190, 0.83515, 1.67895], [1.15995, 1.31644, 2.74427], [1.26067, 2.31948, 4.24805], [0.55288, 2.48815, 4.87000], [2.00953, 2.08260, 4.79516], [-1.32336, 3.59493, -0.89599], [-1.65399, 3.16473, -0.10742], [-0.37454, 3.47552, -0.85462], [0.47161, -4.92635, 1.71317], [-0.19610, -4.86795, 1.02980], [0.26878, -4.20530, 2.30913], [4.02564, 2.37921, 1.97915], [4.23658, 1.59739, 2.48952], [3.53147, 2.93380, 2.58285], [3.82859, -2.34245, -1.46527], [3.37838, -2.82951, -2.15543], [4.66237, -2.08451, -1.85836], [4.10773, 0.21992, 3.78471], [3.84072, 0.65880, 4.59237], [3.71236, -0.64991, 3.84225], [-1.30953, -3.47790, -0.25677], [-1.13003, -3.42989, -1.19576], [-1.73151, -2.64395, -0.05016], [3.84686, 0.20071, -4.03179], [3.14794, -0.09649, -3.44918], [4.56882, 0.42597, -3.44506], [-1.37417, 2.12885, 1.41310], [-1.93180, 1.40053, 1.68665], [-0.48704, 1.85047, 1.64058], [1.18989, 5.14267, 1.12626], [1.99590, 4.76402, 0.77524], [0.99905, 4.62066, 1.90556], [0.47310, -0.40812, -3.28006], [0.11640, -1.24295, -3.58347], [0.38827, -0.44298, -2.32727], [3.00137, 0.39078, -0.64405], [2.45364, -0.38638, -0.75468], [3.88661, 0.09211, -0.85236], [-3.27283, -2.29563, -4.03236], [-3.70738, -2.81140, -4.71161], [-2.69804, -1.70056, -4.51374], [-3.43809, -0.43074, 3.21861], [-4.05515, -0.15624, 2.54029], [-3.63541, -1.35631, 3.36221], [-5.18029, 0.47159, -1.64422], [-5.34508, -0.14657, -2.35623], [-6.04323, 0.82569, -1.42930], [0.20923, -0.38870, -0.68607], [-0.69857, -0.51485, -0.40998], [0.62236, 0.06592, 0.04801], [-2.64367, -0.75525, -0.35699], [-3.29033, -0.33795, 0.21216], [-3.02683, -0.70509, -1.23272], [0.40997, 4.51471, -3.77334], [0.30661, 3.91256, -3.03648], [0.86596, 4.00160, -4.44044], [4.12613, -2.59845, 1.67068], [4.86032, -2.03522, 1.91556], [4.12162, -2.58431, 0.71359], [-0.92934, -3.08448, -3.07181], [-0.75659, -3.87497, -3.58319], [-1.83768, -2.86102, -3.27487], [3.30342, 3.87548, -0.22991], [4.05215, 4.43662, -0.43180], [3.58521, 3.36266, 0.52761], [-5.17209, -3.42909, 1.06218], [-4.67696, -2.83357, 0.49966], [-4.88554, -4.30317, 0.79741], [-3.79686, 3.02713, -1.99703], [-2.86946, 3.15994, -1.80076], [-3.98817, 2.14849, -1.66896], [-3.20343, -5.31608, 0.41755], [-2.84087, -6.20193, 0.41050], [-2.44085, -4.74397, 0.33155], [2.57750, -4.26381, -3.35235], [1.69993, -4.45739, -3.02277], [3.16296, -4.76560, -2.78518], [-4.59368, 0.51269, 0.91955], [-5.25067, 0.92541, 1.48014], [-4.99076, 0.50701, 0.04861], [-0.74473, -0.50057, 4.03268], [-0.51929, -0.10070, 4.87263], [-1.69601, -0.41277, 3.97272], [5.57472, 1.09411, -2.00460], [5.95168, 1.25434, -1.13947], [4.82812, 1.69097, -2.05536], [-0.96008, 1.94536, -3.26411], [-0.30565, 1.28722, -3.49821], [-0.67146, 2.27926, -2.41473], [-0.68762, -3.04989, 3.17840], [-1.37974, -3.26640, 3.80317], [-0.56164, -2.10619, 3.27731], [-2.22626, 3.65066, 3.80482], [-3.13991, 3.38954, 3.92009], [-1.91600, 3.12068, 3.07059]], "mulliken_charge": [-0.254, -0.021, 0.387, -0.312, 0.136, 0.117, -0.520, 0.243, 0.225, -0.766, 0.418, 0.292, -0.682, 0.240, 0.447, -0.687, 0.253, 0.232, -0.557, 0.266, 0.324, -0.623, 0.254, 0.327, -0.400, 0.317, 0.195, -0.654, 0.320, 0.416, -0.193, 0.197, 0.195, -0.629, 0.360, 0.277, -0.598, 0.268, 0.381, -0.207, 0.159, 0.095, -0.663, 0.276, 0.348, -0.647, 0.248, 0.320, -0.625, 0.214, 0.260, 0.191, -0.122, -0.007, -0.199, 0.234, 0.057, -0.668, 0.451, 0.277, -0.589, 0.299, 0.297, -0.590, 0.221, 0.388, -0.732, 0.297, 0.403, -0.641, 0.275, 0.359, -0.682, 0.388, 0.373, -0.668, 0.292, 0.415, -0.687, 0.306, 0.335, -0.639, 0.362, 0.101, -0.553, 0.283, 0.330, -0.742, 0.299, 0.351, -0.593, 0.467, 0.114, -0.650, 0.239, 0.358, -0.652, 0.286, 0.393], "e_above_lowest_kcal_mol": 99.8, "orbital_gap_ha": 0.3049, "lumo_ev": -0.9, "charge": 0}

---

Record 2
{"formula": "H6InO3", "method": "ωB97M-V/def2-TZVPD", "species": ["In", "O", "H", "H", "O", "H", "H", "O", "H", "H"], "positions_angstrom": [[-24.03442, 11.20936, -3.27118], [-21.14719, 11.23205, -2.81816], [-20.59425, 11.36798, -2.01109], [-20.58455, 10.71298, -3.42290], [-22.40468, 10.39867, -5.47204], [-21.68055, 9.81406, -5.17420], [-22.56922, 10.13949, -6.41225], [-25.49170, 8.83869, -2.49596], [-26.47557, 8.93839, -2.47419], [-25.27833, 8.21661, -1.75547]], "mulliken_charge": [1.849, -0.418, 0.398, 0.376, -0.437, 0.407, 0.394, -0.452, 0.447, 0.436], "e_above_lowest_kcal_mol": 49.2, "orbital_gap_ha": 0.1752, "lumo_ev": -21.4, "charge": 3}

---

Record 3
{"formula": "H6InO3", "method": "ωB97M-V/def2-TZVPD", "species": ["In", "O", "H", "H", "O", "H", "H", "O", "H", "H"], "positions_angstrom": [[0.47691, -0.88606, -0.83926], [-0.50408, 0.71989, -1.66037], [-1.23738, 1.15084, -1.22129], [-0.40995, 1.19070, -2.48845], [-0.61243, 0.19166, 0.51009], [-1.06128, 1.03417, 0.43962], [-1.00035, -0.22319, 1.28057], [1.31005, -0.84004, 1.03479], [1.10508, -1.75445, 1.22993], [1.93342, -0.58352, 1.71438]], "mulliken_charge": [1.886, -0.484, 0.421, 0.438, -0.471, 0.414, 0.411, -0.480, 0.456, 0.408], "e_above_lowest_kcal_mol": 14.5, "orbital_gap_ha": 0.3134, "lumo_ev": -20.1, "charge": 3}

---

Record 4
{"formula": "H6N2", "method": "ωB97M-V/def2-TZVPD", "species": ["N", "H", "H", "H", "N", "H", "H", "H"], "positions_angstrom": [[-8.68767, -0.79089, -10.26187], [-8.29234, -1.64466, -9.85516], [-8.01955, -0.03582, -10.07718], [-8.70991, -0.92727, -11.27751], [-4.00288, 3.16252, -11.57603], [-3.51379, 2.59691, -10.87496], [-4.51456, 3.89056, -11.06732], [-3.28337, 3.63659, -12.13117]], "mulliken_charge": [-0.660, 0.217, 0.222, 0.221, -0.660, 0.219, 0.220, 0.221], "e_above_lowest_kcal_mol": 2.5, "orbital_gap_ha": 0.4099, "lumo_ev": 1.1, "charge": 0}

---

Record 5
{"formula": "H6N2P2", "method": "ωB97M-V/def2-TZVPD", "species": ["N", "N", "P", "P", "H", "H", "H", "H", "H", "H"], "positions_angstrom": [[0.53569, 0.18714, -0.64407], [-0.49722, 0.48489, 0.29185], [2.05164, -0.39871, -0.03197], [-1.89678, -0.59649, 0.07111], [0.78909, 1.00846, -1.34452], [-0.14268, 0.32338, 1.35319], [1.50052, -1.43827, 0.80334], [1.89494, 0.59881, 1.03652], [-2.69336, 0.52786, -0.10556], [-1.54187, -0.69707, -1.42988]], "mulliken_charge": [-0.532, -0.297, -0.017, -0.028, 0.360, 0.302, 0.052, 0.046, 0.046, 0.069], "multiplicity": 3, "s2": 2.01, "e_above_lowest_kcal_mol": 59.6, "orbital_gap_ha": [0.1400, 0.2653], "lumo_ev": [0.1, -2.7], "charge": 0}

---

| no. | DFT total energy (a.u.) |
| --- | --- |
| 1 | -2522.5419 |
| 2 | -417.8952 |
| 3 | -417.9504 |
| 4 | -113.1002 |
| 5 | -795.5327 |